# 1
Below is a structure of composition C25H21BrLiN4O2SSe, with properties calculated with ωB97M-V with the def2-TZVPD basis set.

The geometry in XYZ format:
```
56
Properties=species:S:1:pos:R:3:forces:R:3
Br 2.536 1.373 -2.774 -0.044 0.085 0.031
Se -2.000 -0.860 -1.002 -0.025 -0.177 -0.064
S -2.968 2.659 -1.078 0.201 -0.226 0.188
O 1.408 -0.449 2.008 0.273 -0.482 0.375
O 3.057 -1.886 2.550 -0.040 0.166 -0.015
N 1.467 4.172 -0.414 -0.076 0.004 -0.101
N 2.741 0.121 -0.324 -0.010 0.137 0.017
N 1.375 2.643 1.199 -0.180 -0.195 -0.014
N -1.254 1.917 0.682 -0.033 -0.164 -0.185
C 4.861 0.635 -1.316 0.070 -0.012 0.060
C -3.870 -2.483 0.531 -0.059 -0.111 0.040
C 0.721 3.221 0.228 0.254 0.121 0.125
C -5.934 -5.639 -0.096 0.101 0.142 -0.023
C -3.410 -3.279 -1.708 -0.102 -0.067 0.096
C -4.981 -4.484 -0.293 -0.027 -0.050 0.004
C 5.510 0.023 -0.252 -0.048 0.010 -0.055
C -3.192 -2.329 -0.686 0.131 0.158 -0.149
C 2.716 4.171 0.171 0.084 -0.161 0.127
C -2.447 1.621 0.225 -0.155 0.930 0.107
C 4.757 -0.551 0.757 0.000 -0.027 -0.021
C 3.740 2.942 1.995 0.020 -0.065 -0.028
C -4.294 -4.329 -1.493 -0.011 0.001 0.000
C -2.703 -3.171 -3.029 -0.023 -0.051 0.058
C 2.635 3.207 1.190 0.050 0.107 -0.100
C 3.478 0.619 -1.286 -0.073 -0.053 0.076
C -0.652 2.877 -0.100 -0.215 0.040 -0.133
C 3.371 -0.460 0.702 0.076 -0.019 0.013
C -3.685 -1.520 1.673 -0.018 -0.072 -0.009
C 2.530 -1.003 1.871 -0.014 -0.039 -0.047
C 4.970 4.607 0.722 -0.031 -0.005 -0.027
C 3.880 4.884 -0.085 -0.002 0.059 -0.025
C 4.900 3.651 1.745 0.018 0.000 0.033
C -4.752 -3.551 0.704 0.023 0.020 0.000
C -1.416 3.398 -1.093 -0.134 0.003 -0.051
Li 0.306 0.668 1.300 -0.105 0.265 -0.165
H -3.876 -2.017 2.626 -0.045 0.025 0.002
H 6.592 -0.008 -0.221 -0.008 0.017 -0.010
H 3.939 5.620 -0.878 0.002 -0.022 0.012
H -5.433 -6.591 -0.283 -0.044 -0.027 0.019
H -3.193 1.096 0.795 0.137 -0.296 -0.104
H -2.950 -2.228 -3.518 0.053 0.019 -0.021
H -2.974 -4.001 -3.686 -0.028 0.004 0.025
H 5.900 5.137 0.556 -0.009 -0.003 -0.001
H 5.781 3.466 2.348 -0.023 -0.022 -0.007
H -2.671 -1.120 1.681 -0.010 0.004 -0.018
H -4.456 -5.055 -2.286 0.039 0.032 -0.007
H -6.782 -5.570 -0.782 -0.018 -0.035 0.019
H -5.273 -3.651 1.653 0.037 -0.009 -0.008
H -1.160 4.135 -1.838 0.043 -0.041 0.059
H 3.681 2.188 2.769 -0.003 0.019 -0.011
H -6.321 -5.650 0.924 -0.015 -0.032 -0.017
H -4.387 -0.683 1.589 0.051 0.034 -0.001
H 5.394 1.102 -2.131 0.010 -0.017 -0.012
H -1.622 -3.172 -2.883 0.013 0.056 -0.028
H 1.206 4.658 -1.252 -0.035 -0.008 -0.037
H 5.203 -1.072 1.593 -0.022 0.026 0.010
```
Positions in Å, forces in eV/Å.

Values from the calculation:
HOMO   -0.1284 Ha
Total charge   -1
Electronic energy   -6716.14985 hartree
Spin multiplicity   1
Frontier orbital gap   5.651 eV

# 2
Below is a structure of composition C3H2N4O at a distorted geometry, with properties calculated with ωB97M-V with the def2-TZVPD basis set.

The geometry in XYZ format:
```
10
Properties=species:S:1:pos:R:3:forces:R:3
O -0.923 -0.643 1.665 -0.257 -0.046 -0.359
N 0.545 -1.159 -0.944 3.270 0.543 -1.337
N 0.071 1.639 -0.421 -1.247 0.847 -0.113
N 1.450 -0.271 -0.313 0.787 1.923 0.062
N -0.562 -1.351 -0.506 -1.778 -0.226 0.474
C -0.947 0.968 -0.065 -3.057 4.126 2.523
C -0.849 -0.409 0.492 -0.737 0.460 1.827
C 1.267 1.035 -0.192 -1.383 -4.932 -1.586
H -1.936 1.840 0.422 2.382 -3.286 -2.182
H 1.965 1.722 0.140 2.020 0.591 0.691
```
Positions in Å, forces in eV/Å.

Values from the calculation:
Energy above the lowest of the compared OMol25 structures with the same formula, charge and spin   3.6436 eV
HOMO   -0.3699 Ha
Electronic energy   -409.59430 hartree
Spin multiplicity   1
Frontier orbital gap   8.773 eV